Molecular formula: C5H14NO2
Method: DFT, wB97M-V/def2-TZVPD

Geometry as XYZ:
```
22
Properties=species:S:1:pos:R:3:mulliken_charge:R:1
C 2.67 -0.18 0.30 -1.26
C -2.17 -1.43 -0.19 -1.17
C 0.52 0.43 -1.01 -0.85
C 1.18 -0.43 -0.02 0.47
C -1.99 -0.04 -0.11 0.37
N 0.26 1.80 -0.53 -0.20
O 0.47 -0.47 1.25 -0.62
O -1.81 0.68 0.99 -0.59
H 3.18 -1.10 0.33 0.36
H 2.60 0.35 1.25 0.37
H 3.16 0.58 -0.40 0.27
H -1.78 -1.91 0.64 0.30
H -3.30 -1.62 -0.23 0.39
H -1.85 -1.68 -1.27 0.30
H 0.72 0.19 -2.09 0.37
H 1.06 -1.52 -0.42 0.30
H -2.69 0.61 -0.66 0.40
H 0.00 2.32 -1.34 0.34
H 1.00 2.36 -0.12 0.34
H -0.56 1.84 0.26 0.42
H 0.47 -1.33 1.74 0.31
H -1.14 0.55 1.64 0.39
```

Charge = +1
HOMO-LUMO gap (alpha / beta) = 0.2717 / 0.3150 Eh
Relative energy (zero: lowest compared OMol25 entry of this formula, charge and spin) = 556.0 kJ/mol
LUMO energy (alpha / beta) = -4.16 / -3.60 eV

Molecular formula: C31H24BrCl3LaN7O5S2
Method: DFT, wB97M-V/def2-TZVPD

Geometry as XYZ:
```
74
Properties=species:S:1:pos:R:3:mulliken_charge:R:1
La -0.03 0.38 0.73 0.09
O -0.07 4.78 5.21 -0.58
C -1.04 3.88 5.46 0.34
O -1.75 4.01 6.45 -0.64
C -1.21 2.76 4.54 0.65
C -2.17 1.77 4.69 -0.80
N -2.02 0.90 3.65 -0.03
N -1.04 1.24 2.81 0.49
C -0.55 2.36 3.35 -0.39
C 0.56 3.02 2.67 0.77
O 1.03 4.08 3.18 -0.92
O 0.90 2.39 1.64 -0.06
H 0.46 4.59 4.38 0.48
H -2.92 1.62 5.45 0.56
H -2.55 0.07 3.44 0.07
C -4.36 -1.76 -0.60 -0.76
N -3.07 -2.28 -0.21 0.14
C -2.90 -3.49 0.43 -0.71
C -1.60 -3.73 0.57 -0.61
N -0.86 -2.68 0.04 0.80
C -1.78 -1.72 -0.53 0.19
S -1.56 -0.36 -1.48 -0.32
C 0.56 -2.67 0.03 0.02
C 1.21 -3.76 -0.57 -0.68
C 2.60 -3.88 -0.46 -0.58
C 3.31 -2.93 0.26 -0.76
C 2.60 -1.90 0.85 -0.68
N 1.26 -1.77 0.77 0.82
H -5.16 -2.25 -0.03 0.37
H -4.51 -1.94 -1.67 0.32
H -4.40 -0.68 -0.41 0.26
H -3.74 -4.10 0.74 0.46
H -1.13 -4.58 1.04 0.57
H 0.65 -4.50 -1.12 0.51
H 3.11 -4.72 -0.92 0.44
H 4.38 -3.00 0.37 0.47
H 3.10 -1.13 1.43 0.52
C 3.17 0.21 -7.48 -0.92
C 4.59 -0.18 -7.19 0.65
O 5.05 -1.28 -7.47 -0.55
S 5.57 1.03 -6.36 -0.15
C 4.63 1.21 -4.86 -0.31
C 3.98 2.42 -4.59 -0.36
C 3.18 2.55 -3.45 -0.54
C 3.03 1.47 -2.57 0.55
C 3.70 0.28 -2.82 -0.29
C 4.50 0.15 -3.96 -0.35
C 2.16 1.59 -1.44 0.51
C 1.42 1.68 -0.51 -1.35
H 2.54 -0.01 -6.61 0.24
H 2.80 -0.37 -8.33 0.34
H 3.09 1.27 -7.74 0.31
H 4.08 3.27 -5.27 0.42
H 2.67 3.49 -3.26 0.46
H 3.60 -0.57 -2.14 0.43
H 5.02 -0.80 -4.15 0.45
Cl -1.53 -3.66 4.84 -0.09
C -0.17 -2.51 4.95 0.56
Cl 1.36 -3.41 5.10 -0.08
Cl -0.38 -1.47 6.38 -0.07
C -0.13 -1.68 3.74 -0.28
N -0.10 -1.02 2.78 -0.05
Br -6.85 2.64 0.63 -0.15
C -5.05 2.05 0.66 -0.20
C -4.77 0.69 0.70 -1.02
C -3.44 0.31 0.71 -0.86
N -2.41 1.19 0.70 0.64
C -2.72 2.50 0.66 -0.43
C -4.02 2.98 0.64 -0.89
H -5.56 -0.05 0.71 0.60
H -3.16 -0.73 0.74 1.32
H -1.87 3.18 0.64 0.47
H -4.21 4.05 0.61 0.46
H 0.93 -0.48 -1.14 -0.26
```

HOMO-LUMO gap (alpha / beta) = 0.1530 / 0.1529 Eh
Relative energy (zero: lowest compared OMol25 entry of this formula, charge and spin) = 488.4 kJ/mol
LUMO energy (alpha / beta) = -1.09 / -1.09 eV

Molecular formula: C30H51IN2O18PS
Method: DFT, wB97M-V/def2-TZVPD

Geometry as XYZ:
```
104
Properties=species:S:1:pos:R:3:mulliken_charge:R:1
C -3.10 -0.74 2.66 0.05
C -2.07 -1.09 3.76 -1.02
C -0.64 -0.62 3.48 0.24
C 0.43 -1.50 4.16 -0.37
C 1.46 -0.82 5.06 -1.49
C 2.87 -0.46 4.49 1.58
C 2.90 1.00 4.02 -2.42
C 2.09 1.32 2.75 1.16
C 2.90 2.11 1.70 -1.08
N 2.55 1.67 0.34 -0.11
C 3.94 -0.50 5.65 0.00
O 5.08 -0.82 5.26 -0.65
O 3.53 -0.16 6.77 -0.76
N 3.22 -1.42 3.38 0.32
S 4.34 -0.92 2.19 -0.21
P 3.34 -3.03 4.02 0.09
O 2.53 -3.70 2.78 -0.34
I 5.60 -3.95 3.49 -0.23
H -3.63 -1.64 2.33 -0.03
H -2.63 -0.27 1.80 -0.19
H -3.87 -0.08 3.05 0.32
H -2.41 -0.70 4.72 0.19
H -2.04 -2.18 3.86 0.48
H -0.50 -0.67 2.40 -0.25
H -0.51 0.42 3.77 0.31
H 0.89 -2.11 3.39 0.16
H -0.11 -2.21 4.80 0.54
H 1.01 0.10 5.44 0.41
H 1.63 -1.44 5.94 0.47
H 3.92 1.35 3.92 0.59
H 2.48 1.54 4.87 0.46
H 1.22 1.92 3.00 0.42
H 1.77 0.39 2.29 -0.74
H 3.96 1.91 1.89 0.41
H 2.71 3.18 1.80 0.37
H 3.19 2.09 -0.32 0.08
H 2.73 0.67 0.32 0.07
H 5.29 -0.55 3.06 0.22
H 2.35 -3.01 2.12 0.21
C -0.29 1.89 -4.37 -1.36
C -0.83 2.26 -3.01 1.11
C 0.14 2.94 -2.07 -0.12
O -0.39 2.54 -0.79 -0.22
C -1.00 1.36 -0.94 0.24
O -1.38 0.67 -0.03 -0.52
O -1.15 1.06 -2.25 -0.29
H -1.02 1.30 -4.92 0.44
H -0.06 2.79 -4.94 0.38
H 0.61 1.29 -4.26 0.09
H -1.75 2.84 -3.07 -0.26
H 0.14 4.03 -2.14 0.40
H 1.16 2.56 -2.15 0.01
C 0.80 -3.49 -3.32 -1.49
C 1.09 -3.71 -1.86 0.43
C -0.10 -4.03 -0.99 -0.09
O 0.31 -3.52 0.28 -0.26
C 1.18 -2.51 0.06 0.57
O 1.54 -1.75 0.90 -0.52
O 1.55 -2.49 -1.24 -0.44
H 1.70 -3.16 -3.84 0.39
H 0.46 -4.42 -3.77 0.39
H 0.03 -2.73 -3.45 0.28
H 1.87 -4.46 -1.73 0.31
H -0.32 -5.09 -0.92 0.37
H -1.00 -3.49 -1.29 -0.11
C -4.95 1.85 1.26 -1.14
C -3.97 2.66 0.46 1.33
C -4.09 4.17 0.59 -0.60
O -3.60 4.62 -0.69 -0.34
C -3.81 3.63 -1.58 0.64
O -3.64 3.74 -2.76 -0.66
O -4.20 2.50 -0.96 -0.29
H -4.85 0.79 1.02 -0.20
H -4.75 1.98 2.33 0.37
H -5.97 2.16 1.05 0.50
H -2.95 2.34 0.66 -0.24
H -3.49 4.59 1.39 0.32
H -5.13 4.49 0.69 0.33
C -5.27 -1.60 -0.39 -0.97
C -5.17 -3.04 -0.79 0.46
C -4.61 -3.97 0.26 -0.20
O -4.02 -5.01 -0.54 -0.35
C -3.68 -4.47 -1.73 0.63
O -3.00 -5.01 -2.55 -0.56
O -4.20 -3.23 -1.85 -0.36
H -5.58 -0.98 -1.24 0.43
H -6.01 -1.48 0.40 0.47
H -4.32 -1.22 -0.04 -0.19
H -6.13 -3.42 -1.16 0.25
H -5.35 -4.40 0.93 0.34
H -3.82 -3.49 0.85 0.11
C 4.89 2.91 -6.91 -1.48
C 4.51 2.26 -5.61 0.47
C 3.07 2.43 -5.17 -0.59
O 3.17 2.35 -3.75 -0.09
C 4.42 2.76 -3.40 0.47
O 4.77 3.00 -2.29 -0.50
O 5.20 2.88 -4.50 -0.39
H 5.96 2.83 -7.08 0.36
H 4.37 2.42 -7.74 0.38
H 4.63 3.97 -6.91 0.36
H 4.79 1.20 -5.61 0.29
H 2.41 1.66 -5.55 0.41
H 2.68 3.41 -5.44 0.24
```

Charge = -1
HOMO-LUMO gap = 0.2223 Eh
LUMO energy = 1.63 eV

Molecular formula: C3H5NS2
Method: DFT, wB97M-V/def2-TZVPD

Geometry as XYZ:
```
11
Properties=species:S:1:pos:R:3:mulliken_charge:R:1
S -0.91 -1.04 2.22 -0.16
N -1.64 -0.32 0.91 -0.43
C -0.94 0.21 0.00 0.05
C 0.58 0.24 -0.10 0.03
C 1.21 0.24 -1.44 -0.80
S 1.30 1.86 -0.52 -0.12
H -1.99 -1.43 2.94 0.16
H -1.49 0.59 -0.88 0.32
H 1.13 -0.21 0.73 0.38
H 2.16 -0.32 -1.53 0.28
H 0.57 0.18 -2.32 0.29
```

HOMO-LUMO gap = 0.3537 Eh
SMILES = S/N=C\[C@H]1CS1
Relative energy (zero: lowest compared OMol25 entry of this formula, charge and spin) = 165.5 kJ/mol
LUMO energy = 0.74 eV

Molecular formula: C53H68Ge2N6PSTi
Method: DFT, wB97M-V/def2-TZVPD

Geometry as XYZ:
```
132
Properties=species:S:1:pos:R:3:mulliken_charge:R:1
Ti 0.00 -0.14 0.40 -2.16
S 1.12 -4.47 -1.13 -0.59
C 0.29 -4.71 0.37 1.41
C 0.20 -5.88 1.13 -0.51
C -0.66 -5.88 2.22 -0.74
C -1.43 -4.75 2.50 -0.57
C -1.33 -3.59 1.75 -0.17
C -0.41 -3.55 0.71 -1.61
N -0.19 -2.46 -0.15 1.12
C 0.55 -2.82 -1.15 -0.40
C 0.79 -1.95 -2.28 1.49
C 1.47 -2.45 -3.39 -0.73
C 1.47 -1.73 -4.57 -1.08
C 0.74 -0.55 -4.60 -1.19
C 0.13 -0.06 -3.45 -0.99
C 0.16 -0.69 -2.20 0.26
H 0.76 -6.76 0.86 0.46
H -0.75 -6.76 2.83 0.39
H -2.14 -4.79 3.32 0.40
H -1.94 -2.73 1.97 0.49
H 2.00 -3.40 -3.35 0.45
H 1.99 -2.09 -5.45 0.36
H 0.65 0.00 -5.53 0.45
H -0.43 0.86 -3.58 0.50
C -3.47 0.25 3.14 -0.93
C -2.27 1.11 3.56 -1.09
Ge -1.14 1.69 2.02 2.05
C 0.04 2.98 3.01 -0.95
C 0.56 4.19 2.24 -0.90
C -2.35 2.98 1.15 -0.72
C -2.29 3.12 -0.18 0.47
Ge -1.28 1.65 -1.14 1.68
C -0.15 2.89 -2.25 -1.23
C 1.04 3.37 -1.42 -1.04
C -2.86 0.71 -1.94 -0.98
C -3.17 -0.54 -1.12 -1.20
C -2.94 4.26 -0.88 0.65
C -3.10 5.50 -0.25 -0.80
C -3.68 6.57 -0.89 -0.78
C -4.13 6.45 -2.20 -0.39
C -3.96 5.24 -2.86 -1.07
C -3.37 4.17 -2.21 0.18
H -4.11 -0.02 3.98 0.40
H -3.13 -0.67 2.67 -0.10
H -4.09 0.78 2.41 0.33
H -1.66 0.58 4.30 0.43
H -2.62 2.03 4.04 0.68
H 0.86 2.44 3.50 -0.29
H -0.61 3.34 3.82 0.84
H 1.20 3.91 1.42 -0.02
H 1.12 4.88 2.88 0.47
H -0.27 4.76 1.81 0.20
H -2.94 3.67 1.75 0.26
H -0.78 3.76 -2.49 0.79
H 0.21 2.49 -3.19 0.72
H 0.70 3.88 -0.52 0.14
H 1.67 4.07 -1.97 0.57
H 1.66 2.53 -1.09 -0.05
H -2.69 0.43 -2.99 0.49
H -3.72 1.38 -1.90 0.82
H -2.34 -1.25 -1.18 0.08
H -4.07 -1.06 -1.46 0.48
H -3.32 -0.29 -0.06 0.17
H -2.73 5.61 0.76 0.28
H -3.78 7.52 -0.37 0.37
H -4.58 7.29 -2.71 0.36
H -4.29 5.13 -3.89 0.39
H -3.23 3.24 -2.75 0.35
N 0.29 -3.53 9.94 -0.60
C 0.21 -3.15 8.85 -0.08
C 0.11 -2.67 7.50 0.51
C -1.00 -3.00 6.72 -0.89
C -1.08 -2.55 5.42 -0.25
C -0.07 -1.76 4.86 -0.14
C 1.03 -1.42 5.67 0.37
C 1.13 -1.88 6.97 -0.96
C -0.15 -1.32 3.52 0.50
C -0.23 -0.95 2.35 -0.73
H -1.78 -3.61 7.14 0.46
H -1.95 -2.80 4.82 0.68
H 1.82 -0.80 5.25 0.48
H 1.98 -1.61 7.58 0.48
N 1.77 0.22 0.44 0.43
P 3.27 -0.11 0.66 -1.28
N 4.10 -0.10 -0.78 0.84
C 5.55 0.10 -0.74 -0.47
C 6.13 -0.04 -2.14 -1.26
C 5.58 1.04 -3.08 -0.73
C 4.12 1.39 -2.72 -0.84
C 3.44 0.20 -2.05 1.60
N 3.97 0.96 1.73 1.05
C 3.52 2.34 1.73 0.49
C 3.74 2.98 3.11 -1.02
C 3.77 1.90 4.18 0.18
C 5.00 1.03 3.97 -1.20
C 5.21 0.74 2.46 -0.97
N 3.68 -1.57 1.35 0.98
C 3.97 -2.75 0.54 0.42
C 4.64 -3.80 1.40 -1.38
C 3.68 -4.29 2.50 -0.80
C 2.62 -3.23 2.82 0.20
C 3.20 -1.83 2.72 -0.29
H 6.01 -0.63 -0.06 0.53
H 5.80 1.09 -0.34 0.14
H 5.88 -1.04 -2.52 0.30
H 7.22 0.01 -2.09 0.48
H 5.63 0.68 -4.11 0.36
H 6.20 1.93 -3.03 0.41
H 3.56 1.69 -3.60 0.46
H 4.10 2.23 -2.02 0.16
H 3.48 -0.67 -2.71 -0.13
H 2.39 0.41 -1.85 -1.29
H 2.46 2.33 1.48 -0.71
H 4.04 2.93 0.95 0.12
H 2.95 3.71 3.29 0.20
H 4.69 3.53 3.13 0.47
H 2.86 1.30 4.10 -0.51
H 3.78 2.34 5.18 0.57
H 4.91 0.09 4.53 0.44
H 5.89 1.54 4.35 0.42
H 5.54 -0.28 2.30 0.21
H 5.99 1.40 2.06 0.72
H 4.61 -2.45 -0.29 0.66
H 3.06 -3.17 0.10 -0.77
H 5.53 -3.36 1.85 0.29
H 4.98 -4.63 0.78 0.43
H 4.24 -4.54 3.40 0.42
H 3.18 -5.22 2.19 0.32
H 2.20 -3.38 3.82 0.54
H 1.78 -3.31 2.13 -0.86
H 4.02 -1.72 3.44 -0.29
H 2.43 -1.10 2.97 0.01
```

Charge = -1
HOMO-LUMO gap (alpha / beta) = 0.2226 / 0.2226 Eh
Relative energy (zero: lowest compared OMol25 entry of this formula, charge and spin) = 21.9 kJ/mol
LUMO energy (alpha / beta) = 2.05 / 2.05 eV

Molecular formula: C4H12OSi2
Method: DFT, wB97M-V/def2-TZVPD

Geometry as XYZ:
```
19
Properties=species:S:1:pos:R:3:mulliken_charge:R:1
C 1.39 -1.54 1.33 -0.47
C 0.93 -1.54 0.13 -0.33
Si 0.44 0.05 -0.74 0.28
O 0.85 0.08 -2.36 -0.56
Si 1.49 2.09 0.05 0.49
C -1.54 0.09 -0.71 -0.64
C -2.17 -0.38 0.62 -1.22
H 2.05 -2.43 1.76 0.21
H 1.63 -0.65 1.79 0.23
H 0.72 -2.50 -0.41 0.32
H 0.20 0.51 -3.00 0.33
H 1.46 1.91 1.51 -0.17
H 2.83 2.36 -0.30 -0.16
H 0.56 3.15 -0.09 -0.15
H -2.03 0.99 -0.85 0.46
H -1.74 -0.64 -1.51 0.35
H -1.99 0.38 1.38 0.29
H -3.22 -0.51 0.50 0.41
H -1.85 -1.43 0.89 0.33
```

HOMO-LUMO gap = 0.3617 Eh
SMILES = C=C[Si@](O)([SiH3])CC
Relative energy (zero: lowest compared OMol25 entry of this formula, charge and spin) = 259.4 kJ/mol
LUMO energy = 0.75 eV

Molecular formula: C15H23BIrN4OSi
Method: DFT, wB97M-V/def2-TZVPD

Geometry as XYZ:
```
46
Properties=species:S:1:pos:R:3:mulliken_charge:R:1
Ir 0.65 -0.44 -0.29 1.08
C -1.08 -3.54 0.09 -0.38
C -1.77 -2.98 -0.98 -0.45
C -1.06 -2.18 -1.89 -0.35
C 0.30 -2.22 -1.92 -0.51
C 0.99 -2.79 -0.80 -0.53
C 0.28 -3.32 0.26 -0.52
H -1.64 -4.16 0.77 0.53
H -2.82 -3.24 -1.11 0.56
H -1.58 -1.56 -2.63 0.45
H 0.84 -1.88 -2.80 0.52
H 2.09 -2.88 -0.89 0.49
H 0.72 -3.79 1.13 0.54
B 3.11 2.19 -0.29 -0.10
N 2.15 2.11 -1.42 0.24
C 2.36 2.71 -2.61 -0.33
C 1.35 2.33 -3.53 -0.66
C 0.55 1.48 -2.72 -0.21
N 1.06 1.32 -1.50 -0.37
N 2.88 1.44 1.04 0.07
C 3.43 1.69 2.26 -0.13
C 3.10 0.64 3.06 -0.88
C 2.49 -0.25 2.22 -0.09
N 2.17 0.28 1.06 -0.17
H 4.33 1.95 -0.75 0.21
H 3.58 3.28 -0.08 0.13
H 3.07 3.53 -2.80 0.41
H 0.99 2.64 -4.54 0.39
H -0.42 1.08 -3.00 0.49
H 3.94 2.62 2.43 0.45
H 3.42 0.50 4.08 0.43
H 2.21 -1.30 2.37 0.47
C -4.12 -0.26 -0.19 -1.11
Si -2.63 0.23 0.94 0.29
C -2.67 -0.77 2.52 -1.01
C -2.48 2.17 1.19 -1.09
O -1.11 -0.22 0.25 0.04
H -5.06 0.20 0.07 0.46
H -4.35 -1.33 -0.13 0.29
H -3.93 0.07 -1.20 0.34
H -3.71 -0.65 2.89 0.38
H -1.89 -0.42 3.30 0.29
H -2.40 -1.82 2.48 0.32
H -3.52 2.50 1.18 0.36
H -1.93 2.71 0.41 0.33
H -1.88 2.35 2.08 0.34
```

Charge = +2
<S²> = 8.78
HOMO-LUMO gap (alpha / beta) = 0.3471 / 0.2162 Eh
Spin multiplicity = 6
Relative energy (zero: lowest compared OMol25 entry of this formula, charge and spin) = 88.7 kJ/mol
LUMO energy (alpha / beta) = -5.84 / -9.83 eV

Molecular formula: H10O5
Method: DFT, wB97M-V/def2-TZVPD

Geometry as XYZ:
```
15
Properties=species:S:1:pos:R:3:mulliken_charge:R:1
O 0.24 -0.11 -0.29 -0.58
H -0.63 0.27 -0.22 0.41
H 0.50 -0.30 0.61 0.25
O -1.67 0.35 0.74 -0.63
H -1.75 1.26 0.46 0.33
H -2.15 0.32 1.57 0.30
O -0.66 -2.15 -1.41 -0.64
H -0.49 -1.84 -0.52 0.32
H 0.13 -1.92 -1.90 0.33
O 1.21 1.17 2.76 -0.61
H 1.65 0.67 2.07 0.33
H 1.60 2.05 2.70 0.32
O 1.00 0.24 -2.32 -0.76
H 0.20 0.07 -2.81 0.28
H 0.81 -0.09 -1.44 0.35
```

HOMO-LUMO gap = 0.3718 Eh
Relative energy (zero: lowest compared OMol25 entry of this formula, charge and spin) = 298.1 kJ/mol
LUMO energy = 0.06 eV

What did the first record say?
Molecular formula: C5H14NO2
Method: DFT, wB97M-V/def2-TZVPD

Geometry as XYZ:
```
22
Properties=species:S:1:pos:R:3:mulliken_charge:R:1
C 2.67 -0.18 0.30 -1.26
C -2.17 -1.43 -0.19 -1.17
C 0.52 0.43 -1.01 -0.85
C 1.18 -0.43 -0.02 0.47
C -1.99 -0.04 -0.11 0.37
N 0.26 1.80 -0.53 -0.20
O 0.47 -0.47 1.25 -0.62
O -1.81 0.68 0.99 -0.59
H 3.18 -1.10 0.33 0.36
H 2.60 0.35 1.25 0.37
H 3.16 0.58 -0.40 0.27
H -1.78 -1.91 0.64 0.30
H -3.30 -1.62 -0.23 0.39
H -1.85 -1.68 -1.27 0.30
H 0.72 0.19 -2.09 0.37
H 1.06 -1.52 -0.42 0.30
H -2.69 0.61 -0.66 0.40
H 0.00 2.32 -1.34 0.34
H 1.00 2.36 -0.12 0.34
H -0.56 1.84 0.26 0.42
H 0.47 -1.33 1.74 0.31
H -1.14 0.55 1.64 0.39
```

Charge = +1
HOMO-LUMO gap (alpha / beta) = 0.2717 / 0.3150 Eh
Relative energy (zero: lowest compared OMol25 entry of this formula, charge and spin) = 556.0 kJ/mol
LUMO energy (alpha / beta) = -4.16 / -3.60 eV

> Which formula does entry 1 have?

C5H14NO2